1.
A single C6H4F3I molecule, computed with ωB97M-V with the def2-TZVPD basis set.

Its frontier orbital gap is 0.31681 Eh. For the HOMO energy, the calculation gives -9.70 eV. The value obtained for the energy relative to the best compared isomer or geometry (same formula, charge and spin) is 0.00 kcal per mole. The LUMO energy comes out at -1.08 eV.

Atoms and positions in Å:
C -0.601 0.832 0.253
C 0.591 0.222 -0.345
C -1.849 0.802 -0.304
C -2.005 -0.266 -1.323
C 1.004 -1.170 0.230
C 1.789 0.053 0.449
F -2.959 1.352 0.352
F -3.239 -0.765 -1.166
F 0.210 -1.634 1.320
I 3.765 0.177 -0.308
H -0.487 1.471 1.140
H 0.645 0.426 -1.426
H 1.366 -2.045 -0.311
H 1.769 0.547 1.437

---

2.
2 unconnected molecules or ions with the total composition C17H23NO9P, computed with ωB97M-V with the def2-TZVPD basis set.

Its frontier orbital gap (alpha / beta) is 0.15203 / 0.13932 Eh. The spin multiplicity is 2. For the HOMO energy (alpha / beta), the calculation gives -0.19 / -0.19 eV. The value obtained for the energy relative to the best compared isomer or geometry (same formula, charge and spin) is 0.00 kcal per mole. As for the net charge: -2. The LUMO energy (alpha / beta) comes out at 3.94 / 3.60 eV.

Atoms and positions in Å:
C -0.606 -3.487 3.249
C -0.212 -2.896 1.868
C 1.296 -3.150 1.731
C -0.548 -1.407 1.913
C -0.599 -0.672 0.577
C 0.767 -0.216 0.010
C 1.473 0.842 0.850
O 1.468 0.844 2.066
O 2.060 1.835 0.170
P -1.710 0.857 0.869
O -0.998 1.881 -0.179
O -1.346 1.319 2.415
C -1.419 -1.506 -0.407
C -1.094 -2.993 -0.486
C 0.146 -3.271 -1.367
C -2.279 -3.655 -1.203
N -0.999 -3.629 0.847
O -0.752 -4.879 0.795
H -1.230 -4.368 3.133
H 0.268 -3.777 3.821
H -1.176 -2.763 3.822
H 1.513 -4.197 1.906
H 1.765 -2.563 2.516
H 1.708 -2.791 0.797
H -1.551 -1.328 2.342
H 0.112 -0.923 2.621
H 1.493 -1.014 -0.144
H 0.572 0.205 -0.974
H 2.457 1.557 -0.665
H -1.075 2.815 0.086
H -0.907 2.176 2.445
H -1.361 -1.075 -1.404
H -2.462 -1.411 -0.099
H 0.702 -2.363 -1.575
H 0.822 -3.986 -0.913
H -0.168 -3.662 -2.329
H -2.039 -4.670 -1.499
H -3.157 -3.679 -0.563
H -2.514 -3.079 -2.094
C 1.357 6.684 -2.577
C 2.211 5.621 -2.896
C 1.751 4.232 -2.379
O 2.390 3.191 -2.649
C 0.586 4.182 -1.574
C -0.256 5.234 -1.231
C 0.140 6.611 -1.831
O -0.578 7.608 -1.656
O -1.271 5.146 -0.498
O 3.278 5.691 -3.543
H 1.614 7.684 -2.917
H 0.360 3.192 -1.196

---

3.
7 unconnected molecules or ions with the total composition C11H35N2O10, computed with ωB97M-V with the def2-TZVPD basis set.

Its frontier orbital gap is 0.34738 Eh. For the HOMO energy, the calculation gives -6.52 eV. As for the net charge: -1. The LUMO energy comes out at 2.93 eV.

Atoms and positions in Å:
N 9.455 13.621 -20.464
O 9.882 14.488 -19.665
O 8.363 13.058 -20.256
O 10.126 13.335 -21.483
C 6.345 14.489 -24.427
O 5.960 13.192 -24.088
C 7.084 12.331 -23.947
C 6.606 10.932 -23.617
N 5.464 10.853 -22.673
C 5.953 11.228 -21.328
C 4.903 11.002 -20.250
O 3.675 11.583 -20.668
C 2.646 11.350 -19.772
H 6.422 14.617 -25.521
H 7.311 14.807 -24.018
H 5.592 15.209 -24.095
H 7.697 12.710 -23.123
H 7.653 12.357 -24.880
H 7.435 10.327 -23.230
H 6.217 10.468 -24.532
H 5.358 9.844 -22.554
H 6.172 12.292 -21.243
H 6.815 10.624 -21.020
H 5.220 11.416 -19.286
H 4.723 9.929 -20.057
H 1.733 11.788 -20.181
H 2.806 11.735 -18.760
H 2.348 10.297 -19.644
C 12.541 16.195 -17.952
O 11.193 15.959 -17.594
H 13.166 15.322 -17.750
H 12.543 16.467 -19.013
H 12.924 17.037 -17.368
H 10.718 15.599 -18.354
C 10.634 12.668 -24.847
O 10.372 13.966 -24.385
H 10.315 11.922 -24.112
H 10.104 12.458 -25.775
H 11.701 12.472 -24.997
H 10.313 13.921 -23.422
C 10.971 17.630 -21.400
O 10.012 18.476 -22.060
H 10.631 16.613 -21.200
H 11.773 17.505 -22.137
H 11.327 18.079 -20.474
H 10.060 19.334 -21.638
C 9.851 12.474 -16.961
O 8.516 12.371 -17.398
H 10.560 12.064 -17.683
H 10.110 13.532 -16.781
H 10.011 12.063 -15.960
H 8.453 12.754 -18.287
C 13.499 12.811 -20.509
O 12.675 13.284 -19.457
H 14.058 13.626 -20.980
H 14.142 12.037 -20.083
H 12.931 12.298 -21.297
H 11.920 13.733 -19.877

---

4.
A molecular structure, C6H25HgN2O9, computed with ωB97M-V with the def2-TZVPD basis set.

Its frontier orbital gap is 0.10174 Eh. For the HOMO energy, the calculation gives -12.40 eV. As for the net charge: +1. The LUMO energy comes out at -9.63 eV.

Atoms and positions in Å:
Hg 1.109 1.006 -4.469
C 0.336 -0.215 -1.494
O 0.452 0.892 -2.315
H -0.294 0.020 -0.628
H -0.100 -1.062 -2.024
H 1.261 -0.690 -1.165
C 2.062 1.626 1.415
C 2.871 2.884 1.181
O 4.249 2.739 1.583
O 1.848 1.458 2.788
H 2.685 0.843 0.959
H 1.108 1.632 0.890
H 2.351 3.685 1.724
H 3.030 3.372 0.212
H 4.611 3.626 1.645
H 2.685 1.275 3.227
C -2.843 -0.494 2.132
C -3.751 0.323 1.217
O -3.326 0.238 -0.149
O -1.615 0.200 2.364
H -2.541 -1.416 1.625
H -3.237 -0.658 3.139
H -3.696 1.379 1.482
H -4.746 -0.084 1.377
H -2.376 0.320 -0.216
H -0.957 -0.384 2.750
C 1.572 -3.900 0.591
O 2.100 -4.880 1.082
N 2.249 -3.131 -0.329
N 0.346 -3.404 0.912
H 1.821 -2.297 -0.679
H 3.149 -3.411 -0.672
H -0.005 -2.664 0.337
H -0.263 -4.037 1.402
O 1.116 4.059 -1.875
H 0.757 3.165 -1.896
H 0.430 4.584 -1.447
O -2.821 0.144 -3.206
H -2.506 1.046 -3.066
H -2.317 -0.174 -3.963
O -2.543 -2.262 -2.100
H -2.656 -3.221 -2.116
H -1.605 -2.132 -2.223

---

5.
A molecular structure, C30H47BrCl2MnN3O6Si, computed with ωB97M-V with the def2-TZVPD basis set.

Its frontier orbital gap (alpha / beta) is 0.20767 / 0.20756 Eh. The spin multiplicity is 6. For the HOMO energy (alpha / beta), the calculation gives -3.71 / -3.71 eV. The value obtained for the energy relative to the best compared isomer or geometry (same formula, charge and spin) is 71.43 kcal per mole. As for the net charge: -1. The LUMO energy (alpha / beta) comes out at 1.94 / 1.94 eV.

Atoms and positions in Å:
C -2.762 2.275 2.841
C -3.091 3.154 1.686
H -2.186 2.827 3.592
H -2.220 1.393 2.500
H -3.698 1.978 3.331
C -3.641 4.370 1.858
C -3.843 5.023 3.185
H -4.025 4.970 1.023
H -2.939 4.934 3.809
H -4.701 4.588 3.725
H -4.055 6.094 3.040
Mn -2.054 -1.634 -0.457
Cl -3.980 -0.555 -0.275
C -0.543 -1.748 -2.934
O -0.390 -1.265 -1.783
N 0.276 -1.526 -3.967
C 1.604 -0.932 -3.807
C -0.303 -1.590 -5.304
H -1.397 -2.409 -3.165
H 2.213 -1.484 -3.076
H 1.542 0.113 -3.477
H 2.065 -0.936 -4.803
H -0.843 -2.541 -5.436
H 0.498 -1.465 -6.039
H -1.019 -0.764 -5.453
H 3.740 -3.412 -1.569
H 3.418 -5.388 -0.156
C 3.848 -2.802 -0.664
C 3.351 -4.780 0.753
N 3.065 -3.395 0.406
H 3.474 -1.789 -0.841
C 2.427 -2.585 1.293
O 2.458 -1.347 1.275
H 2.549 -5.175 1.387
H 1.844 -3.155 2.045
H 4.914 -2.764 -0.387
H 4.308 -4.865 1.296
H 2.517 -0.930 4.221
H 1.893 2.144 3.797
C 3.312 -0.221 4.502
C 2.990 2.151 3.778
N 3.501 0.822 3.508
H 4.233 -0.809 4.611
C 4.166 0.633 2.338
O 4.278 1.497 1.470
H 3.310 2.772 2.942
H 4.616 -0.374 2.210
H 3.054 0.248 5.461
H 3.375 2.528 4.737
O -1.786 1.702 0.204
C -2.948 2.527 0.308
C -2.675 4.833 -0.806
C -3.154 3.522 -0.829
H -2.139 5.216 0.073
C -2.896 5.687 -1.897
H -3.782 1.811 0.239
C -3.944 3.087 -1.894
H -2.451 6.682 -1.888
C -3.681 5.249 -2.963
C -4.187 3.948 -2.965
H -4.349 2.072 -1.859
H -3.872 5.920 -3.802
H -4.789 3.587 -3.795
Si -0.067 2.259 -0.260
Cl 0.777 1.915 1.595
C 0.217 4.156 -0.157
C -0.782 1.831 -2.054
C 1.608 1.718 -1.205
H -0.198 4.657 -1.050
H 1.314 4.255 -0.140
H -0.171 4.666 0.745
H 2.528 2.032 -0.703
H 1.692 2.115 -2.229
H 1.625 0.623 -1.258
H -1.260 2.753 -2.396
H -1.536 1.045 -2.012
H -0.044 1.537 -2.801
Br 0.971 -4.809 -2.114
C 0.376 -5.837 -0.610
C 0.868 -7.136 -0.410
C 0.663 -7.766 0.827
C -0.034 -7.100 1.847
C -0.531 -5.817 1.628
C -0.390 -5.211 0.378
C -0.969 -3.851 0.131
O -1.891 -3.705 -0.756
O -0.580 -2.847 0.809
H 1.437 -7.631 -1.197
H 1.065 -8.770 1.002
H -0.155 -7.557 2.834
H -1.028 -5.242 2.408

---

6.
5 unconnected molecules or ions with the total composition C27H46O10S4, computed with ωB97M-V with the def2-TZVPD basis set.

Its frontier orbital gap is 0.32663 Eh. For the HOMO energy, the calculation gives -8.38 eV. The LUMO energy comes out at 0.51 eV.

Atoms and positions in Å:
C 0.266 0.899 0.417
C -0.462 1.456 -0.776
C 0.209 2.112 -1.805
C -0.471 2.633 -2.897
C -1.857 2.511 -2.987
C -2.545 1.864 -1.968
C -4.057 1.728 -2.023
C -4.787 2.384 -0.839
C -4.174 3.713 -0.450
O -4.817 1.604 0.375
C -5.462 0.440 0.318
O -5.884 -0.080 1.299
C -1.846 1.328 -0.883
H 0.957 1.643 0.800
H -0.467 0.707 1.199
H 0.767 -0.032 0.168
H 1.286 2.222 -1.769
H 0.055 3.122 -3.703
H -2.408 2.898 -3.830
H -4.412 2.186 -2.944
H -4.258 0.661 -2.114
H -5.797 2.621 -1.178
H -4.785 4.109 0.361
H -4.220 4.425 -1.266
H -3.175 3.586 -0.049
H -5.570 -0.050 -0.652
H -2.379 0.801 -0.105
O 3.563 1.069 0.413
S 4.579 0.680 1.358
O 5.197 -0.625 1.291
C 5.851 1.938 1.395
C 5.374 2.918 2.463
C 4.857 2.056 3.624
C 3.965 0.965 3.020
H 5.951 2.379 0.406
H 6.783 1.454 1.687
H 6.177 3.582 2.778
H 4.563 3.533 2.067
H 5.699 1.595 4.142
H 4.308 2.645 4.355
H 4.020 0.039 3.582
H 2.929 1.289 2.938
O 1.066 -2.998 -0.870
S 1.851 -4.048 -0.273
O 1.289 -4.922 0.727
C 2.579 -5.031 -1.582
C 3.905 -4.337 -1.877
C 4.508 -3.983 -0.511
C 3.393 -3.350 0.329
H 1.899 -5.059 -2.429
H 2.734 -6.036 -1.190
H 4.568 -4.977 -2.459
H 3.727 -3.425 -2.451
H 4.867 -4.892 -0.025
H 5.354 -3.304 -0.604
H 3.496 -3.581 1.386
H 3.352 -2.272 0.187
O 3.938 0.225 6.140
S 3.958 -0.884 7.064
O 4.908 -0.931 8.144
C 2.304 -1.120 7.704
C 1.649 -2.076 6.711
C 2.705 -3.145 6.399
C 4.027 -2.415 6.123
H 1.806 -0.156 7.778
H 2.397 -1.571 8.691
H 0.740 -2.513 7.121
H 1.382 -1.540 5.798
H 2.822 -3.805 7.260
H 2.416 -3.762 5.550
H 4.893 -2.985 6.449
H 4.132 -2.153 5.071
O -5.326 3.075 -7.113
S -5.408 1.958 -6.209
O -4.562 1.881 -5.042
C -7.117 1.738 -5.722
C -7.691 0.801 -6.780
C -6.624 -0.279 -7.006
C -5.273 0.434 -7.153
H -7.606 2.709 -5.682
H -7.120 1.274 -4.736
H -8.639 0.373 -6.459
H -7.866 1.350 -7.707
H -6.596 -0.949 -6.145
H -6.842 -0.884 -7.884
H -4.449 -0.151 -6.754
H -5.068 0.707 -8.186

---

7.
11 unconnected molecules or ions with the total composition C17H56N12O11, computed with ωB97M-V with the def2-TZVPD basis set.

Its frontier orbital gap (alpha / beta) is 0.29226 / 0.06678 Eh. The spin multiplicity is 2. For the HOMO energy (alpha / beta), the calculation gives -10.47 / -10.47 eV. As for the net charge: +1. The LUMO energy (alpha / beta) comes out at -2.52 / -8.65 eV.

Atoms and positions in Å:
C 2.782 0.714 -3.595
O 1.686 0.431 -3.307
N 3.598 -0.088 -4.255
N 3.388 1.829 -3.208
H 4.590 0.100 -4.253
H 3.284 -1.005 -4.540
H 4.381 1.843 -3.026
H 2.839 2.559 -2.776
C 2.522 -0.177 5.463
O 2.667 0.476 6.500
N 1.468 -0.057 4.698
N 3.342 -1.080 4.986
H 0.881 0.726 4.950
H 1.347 -0.773 3.997
H 3.111 -1.524 4.108
H 4.099 -1.448 5.544
C 3.413 1.894 1.318
O 4.114 2.735 1.801
N 2.969 1.828 0.109
N 3.007 0.862 2.045
H 2.593 0.962 -0.250
H 2.989 2.707 -0.388
H 2.770 -0.020 1.613
H 3.536 0.720 2.894
C -3.386 2.258 -0.579
O -3.918 1.274 -1.117
N -3.302 3.435 -1.085
N -2.849 2.088 0.546
H -3.789 3.526 -1.966
H -2.994 4.211 -0.518
H -2.866 1.127 0.856
H -2.432 2.781 1.150
C -0.445 3.552 2.560
O -1.520 3.798 3.024
N 0.441 2.702 3.030
N -0.117 3.974 1.375
H 1.228 2.342 2.509
H 0.317 2.545 4.020
H -0.828 4.489 0.875
H 0.753 3.653 0.975
C 3.120 -2.606 1.665
O 2.376 -2.105 2.464
N 4.231 -3.306 1.909
N 3.039 -2.456 0.391
H 4.876 -3.593 1.186
H 4.475 -3.570 2.853
H 3.701 -2.875 -0.247
H 2.263 -1.935 0.009
C -5.271 -0.503 -5.069
C -5.262 -0.096 -3.562
O -4.230 -0.726 -2.886
H -5.493 -1.556 -5.246
H -4.294 -0.343 -5.525
H -6.017 0.069 -5.619
H -6.185 -0.262 -3.006
H -5.189 0.986 -3.454
H -4.043 -0.147 -2.143
C 0.217 -5.104 -0.768
C 0.078 -6.599 -0.563
O 1.162 -7.310 -1.201
H -0.685 -4.546 -0.517
H 0.501 -4.951 -1.809
H 1.050 -4.788 -0.140
H -0.842 -7.020 -0.969
H -0.133 -6.801 0.487
H 0.683 -7.661 -1.955
C -4.869 -1.904 2.654
C -3.840 -1.317 1.691
O -3.524 -0.079 2.182
H -4.646 -2.137 3.695
H -5.073 -2.947 2.411
H -5.857 -1.470 2.498
H -4.185 -1.210 0.662
H -2.989 -1.997 1.691
H -4.255 0.505 1.967
C 0.347 3.725 -2.341
C 1.617 4.579 -2.526
O 2.377 4.382 -1.359
H -0.178 4.069 -1.450
H 0.603 2.668 -2.261
H -0.300 3.888 -3.203
H 1.373 5.641 -2.540
H 2.198 4.351 -3.420
H 2.872 5.193 -1.219
C -0.997 -1.016 -1.027
C 0.130 -0.289 -0.177
C 0.083 -0.708 1.259
O 1.420 -0.617 -0.722
H -1.965 -0.755 -0.600
H -0.777 -2.083 -1.066
H -0.952 -0.687 -2.065
H 0.003 0.790 -0.272
H 0.806 -0.184 1.884
H 0.279 -1.780 1.285
H -0.943 -0.564 1.598
H 1.444 -0.213 -1.592

---

8.
A single C5H8ClNS molecule, computed with ωB97M-V with the def2-TZVPD basis set.

Its frontier orbital gap is 0.29860 Eh. For the HOMO energy, the calculation gives -8.37 eV. The value obtained for the energy relative to the best compared isomer or geometry (same formula, charge and spin) is 74.07 kcal per mole. The LUMO energy comes out at -0.25 eV.

Atoms and positions in Å:
C -0.657 1.903 -0.488
C 0.652 1.164 -0.208
C 0.663 -0.035 0.462
C 1.907 -1.035 0.503
Cl 1.252 -2.659 -0.537
N -0.661 -0.604 0.716
C -1.629 -0.908 -0.134
S -3.089 -1.791 -0.011
H -1.522 1.244 -0.159
H -0.677 2.965 -0.032
H -0.556 2.022 -1.699
H 1.601 1.598 -0.565
H 1.952 -1.294 1.671
H 2.919 -0.840 0.263
H -0.456 -1.597 1.176
H -1.697 -0.135 -0.958

---

| no. | calculated total energy (eV) |
| --- | --- |
| 1 | -22534.5790 |
| 2 | -47207.9801 |
| 3 | -35425.1711 |
| 4 | -32196.7351 |
| 5 | -182917.7432 |
| 6 | -92560.0112 |
| 7 | -58935.1082 |
| 8 | -30158.9526 |